Entry 1:
The following is a quantum chemistry calculation of a structure of composition C11H16BF5NbO8, from the OMol25 dataset.

XYZ file:
```
42
Properties=species:S:1:pos:R:3:mulliken_charge:R:1
C 2.9035 -2.8044 2.4536 -0.60
C 2.3049 -2.2793 1.5336 -0.05
Nb 1.3764 -1.5024 -0.3352 -0.44
B 0.3656 0.3650 0.7479 0.41
O 0.9967 1.5929 0.6469 -0.28
O -0.8068 0.4474 1.4796 -0.43
C -1.6602 -0.6653 1.6882 -0.34
C -2.5968 -0.9455 0.5116 -0.74
C 3.4805 -0.6509 -0.9457 0.28
F 3.8954 0.4626 -0.2638 -0.20
F 3.5953 -0.3044 -2.2721 -0.29
F 4.5034 -1.5567 -0.7545 -0.26
H 3.4514 -3.4080 3.1400 0.40
H 1.7013 -2.8907 -1.5188 0.02
H 0.4604 -0.7120 -1.7035 -0.01
H -0.0015 -2.6210 0.0485 0.05
H 0.3614 2.2918 0.8560 0.24
H -2.2669 -0.4194 2.5661 0.24
H -1.0971 -1.5600 1.9589 0.25
H -2.1103 -0.6234 -0.4087 0.28
H -3.5611 -0.4524 0.6387 0.23
H -2.7583 -2.0181 0.4366 0.24
C -7.8876 -2.0153 -0.9759 -0.44
C -7.3244 -1.3551 0.2665 0.32
O -6.1347 -2.0747 0.4806 -0.28
C -5.7065 -2.5633 -0.7256 0.64
O -4.6315 -2.9952 -0.9373 -0.43
O -6.7075 -2.4528 -1.6430 -0.33
F -8.1422 -1.5017 1.3399 -0.29
H -8.4984 -2.8779 -0.7035 0.27
H -8.4563 -1.3434 -1.6126 0.26
H -7.0876 -0.2955 0.1529 0.28
C 6.0197 3.1019 -1.0407 -0.31
C 5.1204 3.7157 0.0116 0.40
O 5.7112 4.9967 0.2010 -0.34
C 6.3516 5.3364 -0.9487 0.61
O 6.7472 6.4263 -1.2047 -0.52
O 6.4662 4.2617 -1.7590 -0.34
F 5.1580 3.0334 1.1734 -0.28
H 6.8753 2.6081 -0.5792 0.28
H 5.5070 2.4079 -1.6999 0.18
H 4.0830 3.8411 -0.2998 0.31
```

Results
total charge: -1
HOMO level: -5.04 eV
lowest unoccupied orbital energy: 2.06 eV
2S+1: 1
molecular weight: 474.95 u

Entry 2:
The following is a quantum chemistry calculation of a structure of composition C11H16Cl3F3HfO, from the OMol25 dataset.

XYZ file:
```
35
Properties=species:S:1:pos:R:3:mulliken_charge:R:1
C -0.7405 0.9921 -0.9359 0.33
C -0.9597 -0.4119 -1.0189 0.78
C 0.3225 -1.0618 -0.9402 1.12
C -2.1938 -1.0634 -1.4955 -1.40
C 1.3149 -0.0284 -0.8030 0.39
C 0.6462 1.2169 -0.7903 0.93
C 1.3218 2.5666 -0.7801 -1.97
C -1.7443 2.0623 -1.1365 -1.91
C 0.5825 -2.4555 -1.3575 -1.32
C 2.7692 -0.2029 -0.9556 -1.87
Hf -0.7625 -1.6353 1.0342 0.85
Cl -1.8139 -3.4765 1.3754 -0.45
Cl -2.1122 0.2962 1.7231 -0.41
Cl 1.4894 -1.6687 1.9412 -0.42
H -3.1135 -0.4987 -1.2713 0.35
H -2.3430 -2.1045 -1.0801 0.21
H -2.1751 -1.1941 -2.6177 0.26
H -0.2328 -3.1703 -1.0762 0.23
H 1.5279 -2.8677 -0.9561 0.34
H 0.6583 -2.5032 -2.4666 0.32
H 3.1133 -1.1318 -0.4786 0.35
H 3.3236 0.6444 -0.4834 0.40
H 3.0666 -0.2301 -2.0006 0.28
H 2.1924 2.5494 -0.1369 0.42
H 0.6411 3.3328 -0.4321 0.38
H 1.6465 2.8416 -1.8063 0.31
H -2.7324 1.7221 -0.7854 0.37
H -1.8354 2.3622 -2.1620 0.30
H -1.4736 2.9691 -0.5431 0.43
O 0.8745 2.8168 2.6150 -1.16
H 0.4417 1.8786 2.4723 0.19
F -1.0774 -1.7063 4.2696 -0.18
C -0.3816 -0.6085 3.9753 -0.01
F -1.0319 0.4477 4.4532 -0.19
F 0.7912 -0.6793 4.6505 -0.24
```

Results
total charge: -2
HOMO level: 0.89 eV
lowest unoccupied orbital energy: 4.62 eV
2S+1: 1
molecular weight: 506.09 u

Entry 3:
The following is a quantum chemistry calculation of a structure of composition C11H16Cl3GeMnN4S, from the OMol25 dataset.

XYZ file:
```
37
Properties=species:S:1:pos:R:3:mulliken_spin:R:1
Mn -0.0261 1.2349 -0.3150 4.38
C 4.5297 -2.1116 -2.0949 0.00
C 4.5069 -1.2713 -0.8264 0.00
N 3.3145 -1.4852 -0.0305 0.01
C 2.1230 -0.8778 -0.1972 0.01
S 2.0187 0.4436 -1.3311 0.03
N 1.1501 -1.3697 0.5541 -0.03
N -0.0122 -0.6982 0.4450 -0.03
C -1.1128 -1.2297 0.8561 0.03
C -1.1863 -2.5781 1.4923 0.00
C -2.3325 -0.4371 0.6138 0.00
C -3.5748 -0.8140 1.1096 0.00
C -4.6807 -0.0301 0.8162 0.01
C -4.5245 1.1029 0.0378 0.00
C -3.2547 1.4133 -0.4218 0.00
N -2.1891 0.6664 -0.1502 0.03
H 5.4450 -1.9294 -2.6584 0.00
H 3.6806 -1.8585 -2.7295 0.00
H 4.4805 -3.1760 -1.8607 0.00
H 4.5649 -0.2119 -1.0716 0.00
H 5.3661 -1.4995 -0.1936 0.00
H 3.2805 -2.2843 0.5839 0.00
H -0.1826 -2.9655 1.6361 0.00
H -1.7465 -3.2703 0.8599 0.00
H -1.6878 -2.5252 2.4598 0.00
H -3.6836 -1.7005 1.7159 0.00
H -5.6550 -0.3077 1.1960 0.00
H -5.3597 1.7392 -0.2152 0.00
H -3.0798 2.2892 -1.0370 0.00
Cl -1.1549 3.4604 -3.1813 -0.04
Ge -0.1449 3.5842 -1.2355 -0.12
Cl -1.3743 5.0370 -0.1631 -0.01
Cl 1.7283 4.5890 -1.6154 -0.02
C 0.1577 2.1770 1.4936 -0.33
H 0.6569 3.1422 1.4513 0.04
H 0.7760 1.4591 2.0387 0.02
H -0.8166 2.2933 1.9682 0.01
```

Results
HOMO level (alpha / beta): -8.10 / -8.36 eV
lowest unoccupied orbital energy (alpha / beta): -1.23 / -0.95 eV
2S+1: 5
molecular weight: 470.25 u